Here is a 11-piece molecular cluster, C32H88N2O14 overall from the OMol25 dataset. Energies are from the ωB97M-V functional and the def2-TZVPD basis.

Structure (XYZ):
```
136
C32H88N2O14 the ωB97M-V functional and the def2-TZVPD basis
C -0.154 -3.809 4.926
C 0.377 -2.664 4.104
C -0.434 -1.400 4.280
O -0.180 -0.501 3.215
C -1.072 0.635 3.271
N 1.800 -2.436 4.461
H -0.178 -3.531 5.980
H 0.595 -4.602 4.854
H -1.111 -4.211 4.600
H 0.372 -2.857 3.018
H -0.254 -0.842 5.211
H -1.487 -1.717 4.358
H -2.029 0.439 3.744
H -1.139 1.045 2.267
H -0.543 1.421 3.828
H 2.128 -1.594 4.003
H 2.320 -3.198 4.033
C 4.746 2.072 -1.032
C 3.589 2.822 -0.402
C 2.277 2.705 -1.143
O 2.479 3.285 -2.418
C 1.469 2.922 -3.300
N 3.345 2.425 1.027
H 4.417 1.046 -1.229
H 5.632 2.139 -0.408
H 4.946 2.485 -2.025
H 3.733 3.912 -0.385
H 1.450 3.197 -0.623
H 2.092 1.625 -1.230
H 1.260 1.848 -3.379
H 1.749 3.290 -4.288
H 0.509 3.399 -3.054
H 2.692 1.635 1.003
H 4.203 2.030 1.401
C -2.189 -3.703 -0.655
C -3.552 -3.302 -1.205
C -4.596 -3.372 -0.100
O -3.343 -1.997 -1.708
H -1.783 -2.910 -0.028
H -1.524 -3.961 -1.481
H -2.187 -4.601 -0.027
H -3.859 -4.049 -1.952
H -5.629 -3.165 -0.402
H -4.359 -2.587 0.632
H -4.608 -4.297 0.475
H -4.148 -1.450 -1.660
C 0.018 5.096 4.338
C 0.500 3.958 3.464
C -0.343 3.666 2.244
O 1.837 4.339 3.027
H 0.800 5.300 5.069
H -0.938 4.825 4.789
H -0.092 6.024 3.773
H 0.650 3.044 4.065
H -0.173 4.446 1.493
H -1.430 3.627 2.389
H -0.092 2.723 1.741
H 2.124 3.834 2.245
C -1.838 6.411 -0.433
C -2.338 5.154 -1.069
C -1.225 4.144 -1.262
O -3.358 4.593 -0.221
H -1.478 6.190 0.578
H -2.549 7.228 -0.315
H -0.964 6.782 -0.973
H -2.791 5.306 -2.057
H -0.855 3.742 -0.317
H -0.349 4.517 -1.796
H -1.575 3.259 -1.805
H -4.062 4.144 -0.698
C 0.820 -6.816 0.671
C 2.071 -6.135 0.139
C 1.945 -4.629 -0.055
O 3.123 -6.318 1.098
H -0.002 -6.729 -0.049
H 0.479 -6.414 1.624
H 1.049 -7.880 0.769
H 2.257 -6.534 -0.869
H 1.521 -4.186 0.853
H 1.258 -4.481 -0.890
H 2.923 -4.188 -0.221
H 3.304 -7.263 1.165
C 6.348 -0.707 2.236
C 5.051 -1.092 2.906
C 4.079 -1.698 1.920
O 5.254 -1.992 3.987
H 6.993 -1.546 1.962
H 6.981 -0.063 2.860
H 6.183 -0.058 1.368
H 4.578 -0.182 3.283
H 3.112 -1.872 2.375
H 4.381 -2.718 1.640
H 3.965 -1.108 1.013
H 5.565 -2.817 3.597
C -1.515 -2.584 -4.492
C -0.064 -2.946 -4.186
C 0.900 -2.313 -5.176
O 0.227 -2.556 -2.857
H -1.784 -2.798 -5.533
H -1.627 -1.504 -4.362
H -2.214 -3.129 -3.862
H 0.021 -4.036 -4.181
H 1.823 -2.888 -5.229
H 1.093 -1.284 -4.882
H 0.453 -2.354 -6.172
H -0.010 -1.628 -2.671
C 0.671 -0.653 -0.267
C -0.680 -0.035 -0.503
O -1.086 -0.329 -1.855
O 1.409 -0.189 0.868
H 1.361 -0.448 -1.105
H 0.655 -1.747 -0.420
H -0.680 1.048 -0.350
H -1.416 -0.525 0.142
H -1.943 -0.781 -1.765
H 0.875 -0.261 1.683
C -5.342 1.941 1.075
C -4.014 1.656 1.789
O -3.297 2.858 2.034
O -5.128 1.957 -0.349
H -5.684 2.898 1.467
H -5.964 1.066 1.278
H -3.414 0.993 1.141
H -4.105 1.110 2.726
H -3.217 3.316 1.172
H -5.867 2.378 -0.801
C -1.898 2.041 -6.042
C -2.338 1.343 -4.778
O -3.524 0.569 -4.906
O -1.015 1.208 -6.769
H -1.398 2.998 -5.806
H -2.720 2.453 -6.649
H -2.586 2.133 -4.066
H -1.438 0.829 -4.416
H -3.341 -0.070 -5.610
H -0.720 1.721 -7.529
```

Its HOMO-LUMO gap is 9.3 eV. Its SMILES is COC[C@H](C)N.COC[C@H](C)N.CC(C)O.CC(C)O.CC(C)O.CC(C)O.CC(C)O.CC(C)O.OCCO.OCCO.OCCO. Its molecular weight is 725.1 u. The multiplicity is 1. The calculation puts the HOMO energy at -0.33664 Eh. The total energy is -2434.76079 Eh. For the energy relative to the best compared isomer or geometry (same formula, charge and spin), the calculation gives 229.9 kJ/mol.

=====

Here is a 8-piece molecular cluster, C32H88N8O8 overall from the OMol25 dataset. Energies are from the ωB97M-V functional and the def2-TZVPD basis.

Structure (XYZ):
```
136
C32H88N8O8 the ωB97M-V functional and the def2-TZVPD basis
C 19.987 -11.152 10.004
C 20.700 -11.444 11.275
C 21.560 -12.691 11.002
O 20.837 -13.881 10.855
C 21.707 -14.968 10.697
N 21.505 -10.268 11.621
H 19.159 -10.444 10.034
H 19.487 -12.074 9.706
H 20.615 -10.897 9.150
H 19.931 -11.582 12.035
H 22.219 -12.846 11.856
H 22.256 -12.479 10.190
H 21.106 -15.766 10.262
H 22.035 -15.286 11.686
H 22.586 -14.781 10.080
H 20.892 -9.482 11.785
H 22.060 -9.912 10.857
C 14.409 -6.282 14.211
C 15.847 -5.992 13.848
C 16.065 -5.360 12.444
O 17.442 -5.349 12.122
C 17.718 -5.015 10.815
N 16.512 -5.212 14.903
H 13.858 -6.685 13.361
H 13.836 -5.402 14.504
H 14.374 -6.978 15.049
H 16.385 -6.940 13.846
H 15.848 -4.293 12.488
H 15.467 -5.951 11.751
H 18.805 -5.018 10.740
H 17.435 -3.974 10.657
H 17.271 -5.672 10.069
H 17.305 -4.891 14.367
H 16.914 -5.754 15.655
C 19.678 -0.427 16.331
C 20.894 -0.335 15.435
C 21.385 -1.676 14.789
O 21.917 -2.507 15.830
C 22.153 -3.873 15.516
N 20.522 0.633 14.365
H 18.710 -0.497 15.835
H 19.653 0.526 16.859
H 19.733 -1.228 17.068
H 21.686 -0.093 16.144
H 22.074 -1.550 13.954
H 20.503 -2.167 14.377
H 22.775 -3.917 14.622
H 21.230 -4.374 15.223
H 22.542 -4.434 16.366
H 20.165 1.449 14.839
H 21.351 0.963 13.891
C 14.206 -1.633 27.192
C 15.172 -1.855 25.968
C 14.327 -2.348 24.747
O 15.122 -2.678 23.594
C 14.303 -2.943 22.402
N 15.850 -0.596 25.744
H 13.199 -1.448 26.819
H 14.606 -0.896 27.887
H 14.129 -2.602 27.686
H 15.841 -2.704 26.108
H 13.571 -1.597 24.517
H 13.791 -3.221 25.121
H 14.936 -3.412 21.649
H 13.872 -2.040 21.967
H 13.447 -3.573 22.643
H 15.137 0.103 25.592
H 16.134 -0.875 24.816
C 27.520 -3.527 6.995
C 26.964 -3.222 8.407
C 25.426 -2.897 8.369
O 25.096 -1.691 7.781
C 23.731 -1.421 7.743
N 27.238 -4.432 9.204
H 28.577 -3.788 6.939
H 27.266 -2.654 6.395
H 26.962 -4.303 6.472
H 27.614 -2.457 8.833
H 24.991 -2.930 9.368
H 25.038 -3.786 7.873
H 23.516 -0.542 7.135
H 23.430 -1.209 8.769
H 23.250 -2.271 7.258
H 28.225 -4.415 9.415
H 26.863 -4.189 10.109
C 17.514 -9.452 22.421
C 18.933 -8.911 22.126
C 18.830 -8.183 20.782
O 18.388 -8.983 19.658
C 19.435 -9.739 19.063
N 19.205 -7.995 23.221
H 17.591 -10.285 23.120
H 17.105 -9.852 21.493
H 16.819 -8.686 22.765
H 19.609 -9.757 21.998
H 19.808 -7.739 20.595
H 18.207 -7.290 20.824
H 20.207 -9.044 18.734
H 19.026 -10.330 18.243
H 19.808 -10.366 19.873
H 20.101 -7.619 22.943
H 18.519 -7.276 23.043
C 5.850 -12.143 7.213
C 6.701 -12.931 8.204
C 6.531 -12.475 9.667
O 7.182 -11.237 10.029
C 8.534 -11.401 10.388
N 6.407 -14.346 8.070
H 6.199 -12.357 6.203
H 6.053 -11.090 7.407
H 4.778 -12.264 7.367
H 7.748 -12.719 7.987
H 6.905 -13.230 10.358
H 5.473 -12.363 9.904
H 9.173 -11.815 9.608
H 8.566 -12.099 11.224
H 9.012 -10.547 10.868
H 7.088 -14.849 8.622
H 6.538 -14.690 7.129
C 11.531 -12.324 22.614
C 11.094 -11.799 21.263
C 11.841 -12.539 20.083
O 11.460 -11.943 18.838
C 12.085 -12.458 17.712
N 9.665 -12.034 21.112
H 12.609 -12.211 22.732
H 11.418 -13.394 22.786
H 11.081 -11.668 23.358
H 11.218 -10.719 21.185
H 11.613 -13.602 20.161
H 12.927 -12.484 20.148
H 13.145 -12.533 17.953
H 12.061 -11.750 16.884
H 11.663 -13.418 17.415
H 9.387 -12.984 20.914
H 9.460 -11.525 20.263
```

Its HOMO-LUMO gap is 9.4 eV. Its SMILES is COC[C@H](C)N.COC[C@H](C)N.COC[C@H](C)N.COC[C@H](C)N.COC[C@H](C)N.COC[C@H](C)N.COC[C@H](C)N.COC[C@H](C)N. Its molecular weight is 713.1 u. The multiplicity is 1. The calculation puts the HOMO energy at -0.33741 Eh. The total energy is -2311.68335 Eh. For the energy relative to the best compared isomer or geometry (same formula, charge and spin), the calculation gives 449.5 kJ/mol.

=====

Here is a 8-piece molecular cluster, C32H88N8O8 overall from the OMol25 dataset. Energies are from the ωB97M-V functional and the def2-TZVPD basis.

Structure (XYZ):
```
136
C32H88N8O8 the ωB97M-V functional and the def2-TZVPD basis
C 4.899 -9.718 -28.135
C 4.526 -8.946 -29.382
C 2.987 -8.802 -29.538
O 2.573 -7.755 -28.664
C 1.331 -7.997 -27.980
N 5.185 -7.624 -29.316
H 5.956 -9.969 -28.061
H 4.391 -10.685 -28.051
H 4.583 -9.166 -27.245
H 4.901 -9.514 -30.238
H 2.531 -9.767 -29.297
H 2.681 -8.576 -30.561
H 1.558 -8.384 -26.986
H 0.681 -8.563 -28.644
H 0.942 -6.987 -27.823
H 4.641 -7.191 -28.567
H 4.945 -7.041 -30.114
C -4.476 -5.862 -30.279
C -4.551 -6.646 -28.970
C -3.224 -7.178 -28.484
O -3.488 -7.855 -27.266
C -2.273 -8.239 -26.652
N -5.073 -5.666 -28.012
H -5.415 -5.882 -30.833
H -3.827 -6.307 -31.055
H -3.972 -4.925 -30.053
H -5.246 -7.487 -29.055
H -2.424 -6.428 -28.425
H -2.803 -7.889 -29.213
H -1.919 -9.135 -27.173
H -2.363 -8.456 -25.591
H -1.497 -7.475 -26.746
H -5.101 -6.108 -27.095
H -6.040 -5.397 -28.179
C -0.682 -4.628 -30.820
C -0.307 -6.103 -30.983
C -0.901 -6.732 -32.250
O -0.497 -8.086 -32.262
C -1.236 -8.928 -33.120
N 1.156 -6.268 -30.985
H -0.474 -4.090 -31.745
H -0.078 -4.229 -30.005
H -1.730 -4.511 -30.533
H -0.720 -6.626 -30.107
H -0.374 -6.246 -33.081
H -1.964 -6.479 -32.258
H -2.145 -9.280 -32.634
H -0.660 -9.777 -33.493
H -1.439 -8.389 -34.054
H 1.417 -6.474 -30.028
H 1.351 -7.126 -31.490
C -7.659 -5.340 -33.235
C -6.585 -6.085 -34.037
C -5.388 -5.279 -34.484
O -5.808 -4.566 -35.649
C -5.538 -3.174 -35.630
N -6.136 -7.294 -33.300
H -7.205 -4.879 -32.351
H -8.515 -5.936 -32.933
H -7.979 -4.464 -33.814
H -7.058 -6.599 -34.877
H -4.596 -5.962 -34.798
H -5.041 -4.610 -33.691
H -4.541 -2.962 -35.230
H -6.349 -2.701 -35.067
H -5.505 -2.754 -36.636
H -5.436 -7.081 -32.588
H -6.850 -7.710 -32.709
C -8.387 -1.961 -26.779
C -8.344 -3.494 -26.965
C -9.676 -4.172 -26.650
O -10.296 -3.587 -25.516
C -11.497 -2.903 -25.812
N -7.729 -3.839 -28.232
H -8.886 -1.568 -27.671
H -7.381 -1.541 -26.732
H -8.871 -1.602 -25.872
H -7.680 -3.809 -26.149
H -9.491 -5.209 -26.354
H -10.295 -4.225 -27.554
H -11.980 -2.612 -24.874
H -12.188 -3.264 -26.569
H -11.204 -1.872 -26.100
H -6.980 -3.165 -28.384
H -8.302 -3.474 -29.001
C -7.054 -9.972 -29.106
C -8.404 -9.751 -29.837
C -8.181 -8.753 -30.996
O -7.839 -7.486 -30.501
C -8.909 -6.758 -29.968
N -8.971 -11.034 -30.252
H -6.346 -10.238 -29.894
H -7.111 -10.776 -28.374
H -6.774 -9.045 -28.605
H -9.090 -9.314 -29.107
H -9.099 -8.739 -31.598
H -7.397 -9.127 -31.654
H -9.276 -7.010 -28.969
H -9.773 -6.698 -30.639
H -8.582 -5.723 -29.845
H -8.211 -11.611 -30.615
H -9.232 -11.560 -29.423
C -0.888 -13.779 -21.612
C -2.215 -13.622 -22.340
C -2.172 -12.452 -23.313
O -3.382 -12.219 -23.976
C -3.316 -11.128 -24.829
N -2.469 -14.898 -23.061
H -0.953 -14.707 -21.048
H -0.788 -12.911 -20.952
H 0.005 -13.779 -22.234
H -3.050 -13.555 -21.634
H -1.386 -12.730 -24.033
H -1.794 -11.575 -22.772
H -3.277 -10.111 -24.417
H -4.266 -11.010 -25.368
H -2.587 -11.234 -25.642
H -2.584 -15.623 -22.368
H -3.255 -14.863 -23.693
C -9.752 -0.797 -31.063
C -8.479 -0.841 -31.922
C -7.561 -1.990 -31.647
O -6.917 -1.882 -30.381
C -5.637 -2.464 -30.359
N -8.858 -0.884 -33.349
H -10.336 0.112 -31.230
H -9.583 -0.833 -29.984
H -10.410 -1.603 -31.405
H -8.039 0.153 -31.802
H -6.916 -2.157 -32.512
H -8.186 -2.892 -31.537
H -4.945 -2.246 -31.175
H -5.745 -3.517 -30.084
H -5.077 -2.062 -29.503
H -9.542 -0.165 -33.544
H -9.285 -1.765 -33.618
```

Its HOMO-LUMO gap is 9.6 eV. Its SMILES is COC[C@H](C)N.COC[C@H](C)N.COC[C@H](C)N.COC[C@H](C)N.COC[C@H](C)N.COC[C@H](C)N.COC[C@H](C)N.COC[C@H](C)N. Its molecular weight is 713.1 u. The multiplicity is 1. The calculation puts the HOMO energy at -0.33399 Eh. The total energy is -2311.73756 Eh. For the energy relative to the best compared isomer or geometry (same formula, charge and spin), the calculation gives 307.2 kJ/mol.